1.
This record from the OMol25 dataset describes an isolated molecule of C5H7IN2 in a non-equilibrium geometry. The level of theory is wB97M-V/def2-TZVPD.

Results
SMILES   C[C@H](I)n1ccnc1
Relative energy (zero: lowest compared OMol25 entry of this formula, charge and spin)   1.6 kcal/mol
Max |F|   0.061 hartree/bohr
Gap between HOMO and LUMO   0.340 hartree
E   -16379.0081 eV
E_LUMO   0.163 eV

Element x y z (Å)
C1 -0.4538 1.6919 0.0105
C2 -1.0269 0.2091 -0.4906
I1 -3.0406 -0.0584 0.3400
N1 -0.1834 -0.8690 -0.1894
C3 0.2452 -1.3073 1.0370
C4 0.9826 -2.4267 0.7996
N2 1.0198 -2.6878 -0.5376
C5 0.3148 -1.7569 -1.0998
H1 -0.3727 1.6909 1.0921
H2 -1.1543 2.4467 -0.3159
H3 0.5204 1.8390 -0.4386
H4 -1.1646 0.2652 -1.5697
H5 -0.0169 -0.8108 1.9486
H6 1.4872 -3.0665 1.4932
H7 0.1351 -1.6573 -2.1521


2.
This record from the OMol25 dataset describes a cluster of 2 separate species, C5H7IN2O2S in total in a non-equilibrium geometry. The level of theory is wB97M-V/def2-TZVPD.

Results
Relative energy (zero: lowest compared OMol25 entry of this formula, charge and spin)   0.0 kcal/mol
Max |F|   0.095 hartree/bohr
Spin multiplicity   3
Gap between HOMO and LUMO (alpha / beta)   0.210 / 0.186 hartree
E   -31306.1669 eV
E_LUMO (alpha / beta)   0.134 / -2.990 eV

Element x y z (Å)
C1 1.8561 0.7953 -0.3163
C2 -0.4208 0.8700 -0.5210
C3 1.4898 2.0751 -0.6248
C4 -0.6190 -1.7995 0.7833
C5 0.5108 -1.2710 0.0145
N1 0.1423 2.0912 -0.6633
N2 0.6981 0.0766 -0.1784
O1 3.0392 0.2489 -0.1125
O2 -1.5205 0.4202 -0.6367
S1 1.6822 -2.2524 -0.4687
I1 -4.9998 -0.1307 0.9999
H1 2.1749 2.9302 -0.4353
H2 -3.6817 -0.5413 0.2106
H3 -1.1011 -1.0300 1.4390
H4 -1.5498 -1.8878 0.1332
H5 -0.2031 -2.7067 1.3374
H6 -0.4798 2.8710 -0.9506
H7 2.9821 -0.7592 -0.0104


3.
This record from the OMol25 dataset describes the ion C5H7IN5 with charge +1 in a non-equilibrium geometry. The level of theory is wB97M-V/def2-TZVPD.

Results
Charge   +1
SMILES   N[C@@]1(I)[NH+]=CNc2[nH]ncc21
Relative energy (zero: lowest compared OMol25 entry of this formula, charge and spin)   17.9 kcal/mol
Max |F|   0.084 hartree/bohr
Gap between HOMO and LUMO (alpha / beta)   0.253 / 0.253 hartree
E   -20841.4195 eV
E_LUMO (alpha / beta)   -5.007 / -5.006 eV

Element x y z (Å)
N1 0.7622 -1.0259 2.0460
C1 0.6299 -0.6151 0.7318
I1 3.0516 0.0140 -0.1549
N2 0.5183 -1.6224 -0.2705
C2 -0.2671 -1.5403 -1.3720
N3 -0.9196 -0.3851 -1.6649
C3 -0.8778 0.6587 -0.7427
N4 -1.3275 1.9018 -0.8055
N5 -1.0027 2.6553 0.2469
C4 -0.1401 1.8998 0.9125
C5 -0.1082 0.5624 0.4080
H1 1.4820 -1.7602 2.2030
H2 0.6043 -0.2305 2.6608
H3 0.8699 -2.6049 0.0701
H4 -0.3125 -2.4348 -2.0043
H5 -1.2994 -0.0728 -2.4674
H6 -1.9061 2.2510 -1.6122
H7 0.2426 2.3488 1.8152


4.
This record from the OMol25 dataset describes a structure of composition C5H7LiO3Yb in a non-equilibrium geometry. The level of theory is wB97M-V/def2-TZVPD.

Results
Charge   +4
Relative energy (zero: lowest compared OMol25 entry of this formula, charge and spin)   19.9 kcal/mol
Max |F|   0.098 hartree/bohr
Spin multiplicity   3
Gap between HOMO and LUMO (alpha / beta)   0.173 / 0.152 hartree
E   -43120.3561 eV
E_LUMO (alpha / beta)   -18.308 / -18.939 eV

Element x y z (Å)
C1 2.0294 -0.2861 -3.1458
C2 2.0909 -1.5165 -3.1167
H1 2.4324 0.6865 -2.9005
H2 2.6159 -2.4490 -3.2655
H3 1.0919 -1.3707 -0.9568
O1 -0.3811 0.5038 -1.3806
Li1 2.6446 -0.1764 0.9634
O2 0.9558 -0.6923 -0.0662
C3 -0.0294 0.1209 -0.2429
O3 -0.5484 0.7031 0.7973
C4 -1.1817 -0.0125 1.8187
C5 -2.0397 0.7973 2.6974
H4 -0.6002 -0.8679 2.1771
H5 -1.4251 1.4070 3.3841
H6 -2.6696 0.1296 3.2964
H7 -2.6820 1.4758 2.1184
Yb1 -2.3038 1.5475 -2.1779


Please write out number 1 again, unchanged.
This record from the OMol25 dataset describes an isolated molecule of C5H7IN2 in a non-equilibrium geometry. The level of theory is wB97M-V/def2-TZVPD.

Results
SMILES   C[C@H](I)n1ccnc1
Relative energy (zero: lowest compared OMol25 entry of this formula, charge and spin)   1.6 kcal/mol
Max |F|   0.061 hartree/bohr
Gap between HOMO and LUMO   0.340 hartree
E   -16379.0081 eV
E_LUMO   0.163 eV

Element x y z (Å)
C1 -0.4538 1.6919 0.0105
C2 -1.0269 0.2091 -0.4906
I1 -3.0406 -0.0584 0.3400
N1 -0.1834 -0.8690 -0.1894
C3 0.2452 -1.3073 1.0370
C4 0.9826 -2.4267 0.7996
N2 1.0198 -2.6878 -0.5376
C5 0.3148 -1.7569 -1.0998
H1 -0.3727 1.6909 1.0921
H2 -1.1543 2.4467 -0.3159
H3 0.5204 1.8390 -0.4386
H4 -1.1646 0.2652 -1.5697
H5 -0.0169 -0.8108 1.9486
H6 1.4872 -3.0665 1.4932
H7 0.1351 -1.6573 -2.1521